Record 1
Density functional theory data (wB97M-V/def2-TZVPD) for C21H22Cl2N9O3PdSi as an isolated structure.

Output
**Relative energy (zero: lowest compared OMol25 entry of this formula, charge and spin)**: 13.4 kcal/mol
**LUMO energy**: 2.5 eV
**Highest occupied orbital energy**: -0.1991 hartree
**Strongest force on any atom**: 0.47 eV/A
**Charge**: -1

Each line ends with the Mulliken charge.
Atoms and positions in Å:
Pd 0.87 -1.57 -0.96  0.685
Cl -4.07 -2.39 -0.19  -0.224
Cl -1.00 -6.85 -0.65  -0.260
Si 2.67 -1.10 0.35  0.775
O 0.34 -1.08 -3.41  -0.612
O 0.30 -3.01 0.35  -0.794
O -0.45 -1.69 2.00  -0.726
N -3.10 -5.17 0.62  -0.121
N -2.78 3.60 -0.59  -0.830
N -2.15 1.87 0.90  -0.728
N -2.18 2.39 -0.31  1.121
N 1.10 -0.45 -2.64  0.262
N -1.13 0.60 -0.60  0.466
N 3.03 2.27 -1.63  -0.570
N -1.56 1.67 -1.22  -0.903
N 1.26 1.43 -5.52  -0.544
C -1.13 -3.42 -2.67  -0.751
C -4.87 -3.77 3.55  -0.461
C -2.24 -3.92 2.59  0.788
C -0.81 -4.70 -2.26  -0.668
C 3.03 -2.42 1.64  -1.157
C -2.54 -3.23 3.76  -0.701
C -2.78 -3.29 -0.93  1.089
C -0.80 -4.04 2.16  -1.054
C 2.41 1.52 -2.25  -0.180
C -2.12 -2.72 -2.00  -0.471
C -4.60 -4.43 2.37  -0.496
C 2.37 0.50 1.29  -1.067
C 1.66 0.66 -3.10  0.639
C -2.45 -4.57 -0.45  -1.019
C -1.48 0.76 0.70  -0.451
C -0.27 -2.78 1.47  0.773
C 4.24 -1.03 -0.70  -1.118
C -1.46 -5.24 -1.17  0.877
C -3.30 -4.49 1.88  -0.139
C -3.84 -3.14 4.24  -0.673
C 1.43 1.06 -4.45  0.148
H -0.04 -5.27 -2.76  0.419
H 1.54 0.34 1.98  0.212
H 2.26 -2.45 2.41  0.184
H 4.43 -2.02 -1.12  0.268
H -0.64 -4.91 1.53  0.311
H -5.38 -4.88 1.78  0.422
H 3.26 0.76 1.87  0.402
H -2.81 -6.13 0.75  0.393
H 5.09 -0.77 -0.06  0.330
H -5.89 -3.72 3.92  0.380
H -1.21 0.04 1.46  0.794
H -2.39 -1.71 -2.31  0.297
H 3.98 -2.18 2.12  0.415
H -0.19 -4.17 3.06  0.477
H -2.06 4.24 -0.90  0.276
H -4.04 -2.60 5.16  0.388
H 3.12 -3.41 1.19  0.308
H -1.73 -2.75 4.30  0.398
H 4.19 -0.32 -1.51  0.338
H 2.14 1.34 0.64  0.297
H -0.61 -2.95 -3.49  0.502
H -3.42 3.45 -1.37  0.283

Record 2
Density functional theory data (wB97M-V/def2-TZVPD) for C29H44B2CsF8N6S as an isolated structure.

Output
**Relative energy (zero: lowest compared OMol25 entry of this formula, charge and spin)**: 23.9 kcal/mol
**LUMO energy**: 1.7 eV
**Highest occupied orbital energy**: -0.1983 hartree
**Strongest force on any atom**: 3.06 eV/A
**Charge**: -1

Each line ends with the Mulliken charge.
Atoms and positions in Å:
Cs 0.58 -0.51 1.89  1.069
S -0.62 2.98 3.29  0.125
F -2.89 -2.71 3.09  -0.418
F 3.32 -1.79 1.97  -0.281
F 5.47 -1.67 1.12  -0.421
F -2.64 -2.05 5.32  -0.352
F 4.65 -3.64 2.12  -0.341
F -2.46 -0.51 3.54  -0.308
F 3.88 -3.10 0.17  -0.347
F -0.81 -2.12 3.95  -0.351
N -0.89 -2.98 -2.71  0.411
N -1.00 -3.76 -0.47  0.070
N -3.61 0.38 -0.63  0.301
N 0.26 -1.85 -0.94  0.805
N -1.37 0.38 -1.01  -0.089
N -2.90 1.33 -2.59  0.232
C -0.86 -4.33 -3.24  -1.372
C -3.35 -0.01 0.76  -0.764
C -0.71 -1.98 -3.76  -0.355
C -0.40 -3.84 0.81  -0.567
C -2.01 1.40 -3.76  -1.050
C -0.18 1.72 4.56  -0.409
C -3.77 2.44 -2.60  -1.212
C -0.31 1.14 -1.50  -0.231
C 4.32 1.77 2.76  0.868
C -2.43 -3.63 -0.32  -1.088
C 2.97 3.23 0.76  -0.577
C 2.38 -1.52 -2.07  -0.700
C 3.77 3.02 3.05  -0.676
C 2.00 1.24 -2.46  0.101
C 3.09 3.74 2.05  -0.397
C 0.95 0.47 -1.84  1.106
C -2.55 0.72 -1.41  0.435
C 0.66 3.27 -2.02  -1.173
C 3.15 0.60 -2.87  -0.490
C -4.92 0.00 -1.14  -1.157
C -0.47 -2.80 -1.38  0.042
C -0.37 2.52 -1.41  0.378
C 5.05 0.91 3.81  -1.453
C 3.37 -0.74 -2.65  -0.957
C 3.55 2.02 0.49  0.297
C 1.81 2.69 -2.54  -0.878
C 1.18 -0.98 -1.69  -0.883
C 4.26 1.28 1.47  -0.656
C -2.31 3.25 3.90  -0.906
B -2.20 -1.84 3.99  0.443
B 4.36 -2.54 1.33  0.443
H -2.84 -3.41 -1.29  0.413
H -2.70 -4.61 0.05  0.494
H -1.66 -1.75 -4.22  0.313
H -3.15 3.35 -2.75  0.372
H -0.56 -3.01 1.47  -0.206
H -0.78 -4.72 1.40  0.257
H -1.23 3.06 -0.94  0.523
H 6.08 1.21 3.86  0.357
H -0.79 0.86 4.50  0.031
H 2.53 3.33 -3.04  0.334
H -3.45 -1.11 0.76  0.039
H -1.28 0.62 -3.74  0.019
H 2.61 4.70 2.32  0.309
H -0.68 -5.07 -2.51  0.455
H 3.46 1.56 -0.53  0.139
H -0.15 2.09 5.61  0.363
H 0.64 -4.04 0.68  0.307
H 2.38 3.76 0.02  0.359
H 0.85 1.35 4.33  0.079
H -5.11 -1.05 -0.93  0.320
H -2.85 2.33 3.73  0.178
H 4.94 -0.22 3.62  0.197
H -0.21 -1.10 -3.43  -0.264
H -4.89 0.20 -2.23  0.385
H 0.53 4.31 -2.08  0.527
H -4.32 2.48 -3.58  0.312
H 2.54 -2.60 -1.81  0.268
H -2.82 3.94 3.14  0.293
H -1.76 -4.57 -3.82  0.310
H -4.46 2.51 -1.72  0.345
H 3.87 1.18 -3.43  0.368
H -2.37 0.35 1.08  -0.019
H -5.73 0.56 -0.66  0.295
H 3.63 3.41 4.04  0.388
H -2.56 1.39 -4.67  0.434
H -1.41 2.28 -3.70  0.438
H -4.06 0.41 1.38  0.601
H 0.00 -4.38 -3.93  0.405
H 4.72 0.37 1.16  0.570
H 4.33 -1.18 -2.89  0.374
H -2.32 3.66 4.88  0.348
H -0.03 -2.40 -4.51  0.449
H 4.75 1.14 4.85  0.351
H -2.71 -2.81 0.29  -0.096

Record 3
Density functional theory data (wB97M-V/def2-TZVPD) for C2BrF3I2 as an isolated structure.

Output
**Relative energy (zero: lowest compared OMol25 entry of this formula, charge and spin)**: 80.6 kcal/mol
**LUMO energy (alpha / beta)**: -1.1 / -0.8 eV
**Highest occupied orbital energy (alpha / beta)**: -0.3250 / -0.3225 hartree
**Strongest force on any atom**: 1.83 eV/A
**Charge**: 0

Each line ends with the Mulliken charge.
Atoms and positions in Å:
I 2.57 0.80 0.09  0.101
I 0.14 -0.17 -2.64  0.121
Br 0.57 -0.64 2.44  -0.019
F -2.21 -0.07 -1.08  -0.168
F 0.32 1.79 1.48  -0.141
F -1.07 -1.79 -0.45  -0.168
C -1.01 -0.54 -0.94  0.253
C 0.69 0.62 1.09  0.022

Record 4
Density functional theory data (wB97M-V/def2-TZVPD) for C17H29FMnNO2P2 as an isolated structure.

Output
**LUMO energy (alpha / beta)**: 0.1 / 0.0 eV
**Highest occupied orbital energy (alpha / beta)**: -0.1327 / -0.2934 hartree
**Strongest force on any atom**: 4.31 eV/A
**Charge**: 0
**2S+1**: 5
**Expectation value of S²**: 6.161

Each line ends with the Mulliken charge.
Atoms and positions in Å:
Mn 0.21 -0.25 0.28  -0.510
P -1.43 -1.05 1.67  0.908
P 1.24 -0.10 -1.65  0.763
F 4.36 1.68 4.38  -0.341
O -0.41 2.90 -2.96  -0.737
O 0.38 3.45 -0.48  -0.774
N -1.44 -1.02 -1.19  -0.121
C 2.85 -0.14 1.59  0.006
C 2.08 -1.61 -2.20  -1.394
C -3.38 -1.79 -3.01  -0.831
C -2.48 -1.76 -0.78  0.287
C 2.13 1.75 3.53  -0.727
C -1.04 -1.85 3.26  -1.259
C 1.19 1.30 2.59  -0.042
C 1.54 0.35 1.62  0.891
C -0.10 0.13 -2.87  -0.880
C -2.57 -2.10 0.68  -1.072
C -2.56 0.32 2.11  -1.577
C -2.31 -1.00 -3.41  -0.731
C -3.47 -2.17 -1.67  -0.614
C 3.43 1.25 3.47  0.362
C 2.44 1.26 -1.85  -1.090
C 3.81 0.31 2.51  -0.684
C -1.33 -0.64 -2.47  0.439
H 0.12 -1.61 1.24  -0.318
H 2.94 -1.82 -1.54  0.354
H 0.17 1.69 2.62  0.209
H -0.45 -2.76 3.06  0.435
H -0.17 3.28 -2.06  0.424
H 3.31 1.07 -1.20  0.396
H 2.43 -1.51 -3.24  0.399
H -4.27 -2.80 -1.31  0.454
H -1.35 3.09 -3.10  0.315
H 4.83 -0.07 2.49  0.431
H 3.12 -0.90 0.85  0.340
H 1.39 -2.46 -2.14  0.383
H -4.12 -2.09 -3.73  0.365
H -2.91 0.81 1.19  0.364
H 0.23 2.64 0.09  0.606
H -2.05 1.06 2.73  0.325
H 1.16 3.90 -0.10  0.291
H 1.98 2.21 -1.55  0.213
H 1.86 2.49 4.28  0.441
H -2.29 -3.16 0.85  0.403
H -0.33 1.25 -2.95  0.165
H -0.24 1.28 0.21  -0.345
H -1.96 -2.10 3.80  0.398
H 0.27 -0.23 -3.85  0.495
H -2.17 -0.67 -4.44  0.460
H -3.43 -0.09 2.65  0.479
H 2.79 1.34 -2.90  0.406
H -3.59 -1.92 1.07  0.466
H -0.43 -1.15 3.84  0.372

Record 5
Density functional theory data (wB97M-V/def2-TZVPD) for C26H41GeN13RuS4Si3 as an isolated structure.

Output
**Relative energy (zero: lowest compared OMol25 entry of this formula, charge and spin)**: 0.0 kcal/mol
**LUMO energy (alpha / beta)**: -2.7 / -5.8 eV
**Highest occupied orbital energy (alpha / beta)**: -0.3967 / -0.3874 hartree
**Strongest force on any atom**: 0.81 eV/A
**Charge**: +1
**2S+1**: 6
**Expectation value of S²**: 8.819

Each line ends with the Mulliken charge.
Atoms and positions in Å:
Ru -0.95 -0.61 1.27  0.846
Ge -1.42 -1.16 -1.16  0.915
S 2.41 -1.44 2.01  -0.033
S -2.83 1.02 1.40  -0.276
S 0.75 0.93 0.95  -0.121
S 5.14 -2.57 2.05  -0.215
Si 0.03 -2.81 -2.23  0.274
Si -0.55 0.98 -2.62  0.047
Si -3.71 -1.03 -2.00  0.481
N -3.36 0.68 3.96  -0.241
N -0.67 -0.87 3.33  0.675
N 3.34 0.70 0.95  -0.578
N 4.39 -0.07 1.22  0.676
N -2.20 -3.12 0.33  -0.041
N -0.54 -0.18 5.35  -0.673
N -2.60 -4.38 2.02  -0.634
N -0.21 0.11 4.15  -0.157
N -1.82 -2.43 1.42  0.611
N -1.20 -1.36 5.41  -0.494
N -2.02 2.48 3.53  -0.136
N -1.84 -2.93 3.76  -0.035
N -2.65 -4.26 0.69  -0.903
C 0.21 -2.45 -4.07  -1.059
C -1.26 -1.76 4.16  0.045
C 8.02 0.75 1.23  -0.706
C 6.81 0.17 1.59  -0.550
C 5.67 0.49 0.88  0.668
C -4.84 -2.03 -0.91  -1.118
C 4.14 -1.33 1.75  0.049
C -0.76 -4.49 -2.06  -1.153
C 1.69 -2.74 -1.37  -0.813
C -1.73 4.11 1.72  0.067
C 0.10 3.58 3.21  -0.396
C -4.35 0.73 -2.09  -0.997
C 5.72 1.38 -0.19  -0.224
C 2.21 0.12 1.30  -0.116
C -2.08 -3.25 2.45  -0.099
C 8.08 1.64 0.17  -0.468
C -0.90 5.00 1.04  -0.745
C -1.24 0.88 -4.34  -1.041
C 1.32 0.88 -2.65  -0.285
C -2.71 1.44 3.08  0.027
C -1.18 2.48 -1.73  -0.123
C 0.91 4.47 2.53  -0.664
C -3.67 -1.80 -3.71  -1.062
C -1.21 3.39 2.79  0.004
C 6.93 1.95 -0.54  -0.630
C 0.42 5.17 1.44  -0.513
H 4.82 1.63 -0.74  0.449
H 1.57 -2.82 -0.29  0.031
H 1.68 0.04 -3.23  0.336
H 8.91 0.51 1.79  0.381
H -4.92 -1.60 0.10  0.244
H -1.02 -0.05 -4.86  0.311
H -3.97 1.28 -2.95  0.301
H -1.82 -4.50 -2.30  0.293
H -3.84 -0.14 3.63  0.231
H -5.44 0.70 -2.18  0.438
H 2.32 -3.58 -1.69  0.514
H 1.66 1.79 -3.15  0.449
H -4.54 -3.07 -0.82  0.311
H 0.74 -3.29 -4.52  0.476
H -0.75 2.62 -0.75  -0.471
H -2.27 2.48 -1.64  0.245
H -4.12 1.31 -1.19  0.232
H -2.32 1.05 -4.37  0.279
H 0.48 3.00 4.04  0.407
H -2.15 -3.58 4.47  0.239
H 1.05 5.87 0.92  0.446
H 6.97 2.64 -1.37  0.376
H 9.03 2.08 -0.11  0.399
H -0.91 3.35 -2.35  0.527
H -5.84 -1.99 -1.36  0.420
H -0.25 -5.17 -2.76  0.438
H 1.77 0.85 -1.67  -0.323
H -1.30 5.56 0.21  0.463
H -0.65 -4.90 -1.05  0.326
H -0.76 -2.39 -4.56  0.284
H -2.76 3.99 1.43  0.567
H 6.77 -0.51 2.43  0.347
H -2.95 -1.33 -4.38  0.260
H -3.44 -2.86 -3.65  0.287
H 1.93 4.62 2.86  0.439
H -0.76 1.69 -4.90  0.449
H 0.78 -1.55 -4.29  0.283
H -3.22 0.78 4.96  0.268
H -4.66 -1.70 -4.16  0.427
H 2.22 -1.82 -1.59  0.198
H -1.85 2.50 4.53  0.337

What did the first record say?
Density functional theory data (wB97M-V/def2-TZVPD) for C21H22Cl2N9O3PdSi as an isolated structure.

Output
**Relative energy (zero: lowest compared OMol25 entry of this formula, charge and spin)**: 13.4 kcal/mol
**LUMO energy**: 2.5 eV
**Highest occupied orbital energy**: -0.1991 hartree
**Strongest force on any atom**: 0.47 eV/A
**Charge**: -1

Each line ends with the Mulliken charge.
Atoms and positions in Å:
Pd 0.87 -1.57 -0.96  0.685
Cl -4.07 -2.39 -0.19  -0.224
Cl -1.00 -6.85 -0.65  -0.260
Si 2.67 -1.10 0.35  0.775
O 0.34 -1.08 -3.41  -0.612
O 0.30 -3.01 0.35  -0.794
O -0.45 -1.69 2.00  -0.726
N -3.10 -5.17 0.62  -0.121
N -2.78 3.60 -0.59  -0.830
N -2.15 1.87 0.90  -0.728
N -2.18 2.39 -0.31  1.121
N 1.10 -0.45 -2.64  0.262
N -1.13 0.60 -0.60  0.466
N 3.03 2.27 -1.63  -0.570
N -1.56 1.67 -1.22  -0.903
N 1.26 1.43 -5.52  -0.544
C -1.13 -3.42 -2.67  -0.751
C -4.87 -3.77 3.55  -0.461
C -2.24 -3.92 2.59  0.788
C -0.81 -4.70 -2.26  -0.668
C 3.03 -2.42 1.64  -1.157
C -2.54 -3.23 3.76  -0.701
C -2.78 -3.29 -0.93  1.089
C -0.80 -4.04 2.16  -1.054
C 2.41 1.52 -2.25  -0.180
C -2.12 -2.72 -2.00  -0.471
C -4.60 -4.43 2.37  -0.496
C 2.37 0.50 1.29  -1.067
C 1.66 0.66 -3.10  0.639
C -2.45 -4.57 -0.45  -1.019
C -1.48 0.76 0.70  -0.451
C -0.27 -2.78 1.47  0.773
C 4.24 -1.03 -0.70  -1.118
C -1.46 -5.24 -1.17  0.877
C -3.30 -4.49 1.88  -0.139
C -3.84 -3.14 4.24  -0.673
C 1.43 1.06 -4.45  0.148
H -0.04 -5.27 -2.76  0.419
H 1.54 0.34 1.98  0.212
H 2.26 -2.45 2.41  0.184
H 4.43 -2.02 -1.12  0.268
H -0.64 -4.91 1.53  0.311
H -5.38 -4.88 1.78  0.422
H 3.26 0.76 1.87  0.402
H -2.81 -6.13 0.75  0.393
H 5.09 -0.77 -0.06  0.330
H -5.89 -3.72 3.92  0.380
H -1.21 0.04 1.46  0.794
H -2.39 -1.71 -2.31  0.297
H 3.98 -2.18 2.12  0.415
H -0.19 -4.17 3.06  0.477
H -2.06 4.24 -0.90  0.276
H -4.04 -2.60 5.16  0.388
H 3.12 -3.41 1.19  0.308
H -1.73 -2.75 4.30  0.398
H 4.19 -0.32 -1.51  0.338
H 2.14 1.34 0.64  0.297
H -0.61 -2.95 -3.49  0.502
H -3.42 3.45 -1.37  0.283